ORCA calculation (the ωB97M-V functional and the def2-TZVPD basis) on a structure of composition C20H62BF6N2O16S2V.

Results
E_HOMO (alpha / beta) (eV): -8.80 / -8.39
<S²>: 2.030
Frontier orbital gap (alpha / beta) (eV): 5.972 / 5.960

```
! RIJCOSX wB97M-V def2-TZVPD def2/J DEFGRID3
* xyz 0 3
H 2.146 21.488 24.033
C 5.057 15.315 22.298
F 9.121 18.911 12.296
C 7.407 19.814 21.073
H 7.973 19.877 22.002
H 5.162 14.385 18.757
H 9.120 21.853 18.031
O 1.928 22.279 23.535
O 5.713 20.002 23.781
H 5.724 21.472 24.947
H 9.061 19.776 19.756
B 5.461 15.465 15.216
H 4.731 17.022 18.283
O 6.573 19.175 16.830
O 5.901 14.374 21.607
H 4.776 20.108 20.251
H 2.938 21.261 22.129
C 10.904 17.443 19.654
O 9.933 20.727 13.505
H 2.506 22.907 21.675
O 7.916 22.543 14.059
F 4.786 15.211 16.343
C 5.724 17.082 18.728
H 5.685 16.270 19.455
O 6.521 24.095 21.350
H 6.602 13.809 17.671
H 4.303 25.048 18.650
H 8.710 21.417 20.171
H 6.484 26.435 18.019
H 4.665 16.106 21.659
H 0.177 15.805 17.582
H 9.205 20.162 17.334
H 7.323 12.861 19.002
C 8.580 21.020 17.582
H 3.785 22.565 22.976
O 5.213 25.063 18.957
F 4.636 15.395 14.060
O 8.488 21.041 11.453
H 8.471 24.085 22.211
H 5.481 14.092 20.791
H 7.316 21.340 24.048
C 2.845 22.282 22.501
H 10.308 16.673 20.144
H 7.511 17.676 20.575
H 7.001 24.969 17.878
H 2.034 21.227 18.562
H 3.926 18.721 19.776
H 3.884 20.450 15.734
H 4.358 14.785 22.945
C 9.228 17.401 16.380
H 10.173 17.938 16.297
H 1.077 14.613 16.565
H 1.183 21.611 19.876
H 6.471 19.432 23.633
H 5.556 25.400 16.871
H 8.944 16.947 14.493
H 8.033 21.343 16.697
H 8.195 25.313 20.968
C 1.104 15.588 17.052
H 3.933 18.367 13.932
O 11.639 16.986 18.502
H 5.824 21.862 17.710
H 12.291 17.666 18.317
F 6.082 21.446 15.020
H 5.813 21.993 23.252
C 6.763 18.468 20.607
H 3.598 18.948 16.476
O 2.201 15.591 17.879
O 0.294 22.224 18.127
S 6.928 21.504 13.707
N 7.384 19.963 13.812
H 6.183 24.051 20.452
F 6.473 14.610 15.013
H 4.403 19.906 18.589
H 8.773 17.770 17.299
C 6.465 21.832 18.591
H 10.434 18.317 19.203
O 8.507 17.486 15.156
H 6.116 18.079 21.393
H 0.970 16.355 16.290
F 5.930 16.686 15.423
C 6.027 25.459 17.852
H 8.392 23.548 20.601
H 6.632 20.530 21.346
H 6.232 12.145 17.852
V 6.563 18.450 14.782
C 4.754 19.356 19.462
C 7.961 24.292 21.270
H 7.091 22.689 18.841
O 4.455 18.783 14.621
C 0.987 21.263 18.862
C 6.227 21.310 23.993
C 7.461 20.633 18.646
H 2.918 15.395 17.273
H -0.634 22.032 18.280
H 6.484 16.879 17.974
O 5.868 21.897 12.728
N 6.969 19.261 18.241
C 8.236 20.458 19.962
O 5.283 13.544 19.203
H 11.565 17.801 20.443
H 9.464 16.349 16.541
H 0.380 20.358 18.879
S 8.741 20.402 12.763
C 3.558 19.436 15.502
C 6.414 13.050 18.430
H 2.492 19.463 15.275
C 6.041 18.497 19.182
H 5.810 21.771 19.460
H 5.792 15.719 22.995
*
```

ORCA calculation (the ωB97M-V functional and the def2-TZVPD basis) on a structure of composition C6H9FeO6.

Results
E_HOMO (alpha / beta) (eV): -4.97 / -4.01
<S²>: 6.008
Frontier orbital gap (alpha / beta) (eV): 8.543 / 7.586

```
! RIJCOSX wB97M-V def2-TZVPD def2/J DEFGRID3
* xyz -1 5
O -1.255 1.386 -0.903
O 1.075 -0.507 2.068
C -1.208 2.402 -0.200
Fe -0.026 0.230 0.316
C -1.464 3.869 -0.702
H 2.895 -2.311 2.037
H -1.197 -2.861 -2.446
C -1.787 -2.754 -1.536
O -0.809 2.133 0.954
H -1.635 4.615 0.074
H -2.676 -2.240 -1.901
O 2.200 0.499 0.526
H -2.215 3.868 -1.492
C -1.029 -1.839 -0.619
H 3.789 -0.928 2.629
O 0.148 -1.550 -0.869
H 3.875 -1.349 0.865
O -1.496 -1.321 0.383
C 2.153 -0.392 1.423
H -0.525 4.111 -1.201
H -2.070 -3.741 -1.170
C 3.257 -1.320 1.762
*
```